[1]
# C16H19N3O4S

One molecule with the formula C16H19N3O4S (ωB97M-V/def2-TZVPD, the OMol25 dataset).

Atoms and positions in Å:
C1 2.0519 -0.4838 3.2589
C2 2.0045 -2.0065 3.3016
C3 2.2322 -2.6345 1.9224
C4 2.1576 -4.1727 1.9613
C5 3.3197 -4.8067 2.7143
C6 1.2308 -2.1468 0.9402
N1 1.5034 -1.7774 -0.2568
N2 0.4554 -1.4135 -0.9790
C7 -0.6595 -1.4832 -0.3412
N3 -1.8816 -1.2060 -0.9081
C8 -2.8717 -0.3946 -0.4270
O1 -3.9368 -0.3054 -0.9864
C9 -2.5359 0.3949 0.8385
O2 -1.1887 0.7836 0.9402
C10 -0.6673 1.6215 -0.0155
C11 0.6884 1.9024 0.1175
C12 1.3553 2.7222 -0.7837
C13 0.6190 3.2481 -1.8169
C14 -0.7394 2.9681 -1.9489
C15 -1.4149 2.1582 -1.0671
O3 -1.2338 3.6088 -3.0501
C16 -0.1396 4.2982 -3.6190
O4 1.0134 4.0768 -2.8373
S1 -0.4882 -2.0900 1.3036
H1 1.9719 -0.0761 4.2638
H2 1.2298 -0.0864 2.6676
H3 2.9884 -0.1436 2.8218
H4 1.0344 -2.3316 3.6862
H5 2.7756 -2.3678 3.9826
H6 3.2157 -2.3402 1.5416
H7 2.1623 -4.5402 0.9324
H8 1.2116 -4.4708 2.4198
H9 4.2683 -4.4799 2.2950
H10 3.2975 -4.5459 3.7689
H11 3.2647 -5.8896 2.6336
H12 -2.0195 -1.5412 -1.8551
H13 -3.2141 1.2559 0.8838
H14 -2.7236 -0.2384 1.7122
H15 1.2247 1.4640 0.9424
H16 2.4056 2.9317 -0.6791
H17 -2.4638 1.9654 -1.2102
H18 0.0321 3.9321 -4.6442
H19 -0.3626 5.3768 -3.6522

The orbital gap is 8.32 eV. The value obtained for the relative energy (zero: lowest compared OMol25 entry of this formula, charge and spin) is 85.7 kcal/mol. The total energy comes out at -40394.815 eV.

Let us look at the Mulliken charges, expressed in e, one per atom:
1 C -0.88
2 C -0.87
3 C 0.78
4 C -0.54
5 C -1.33
6 C 0.06
7 N -0.38
8 N -0.54
9 C 0.17
10 N 0.07
11 C 0.50
12 O -0.63
13 C -0.70
14 O -0.53
15 C 0.80
16 C -0.30
17 C -1.15
18 C 0.93
19 C 0.64
20 C -1.05
21 O -0.49
22 C -0.26
23 O -0.48
24 S -0.13
25 H 0.48
26 H -0.02
27 H 0.30
28 H 0.29
29 H 0.40
30 H 0.32
31 H 0.41
32 H 0.30
33 H 0.32
34 H 0.32
35 H 0.41
36 H 0.28
37 H 0.37
38 H 0.40
39 H 0.31
40 H 0.43
41 H 0.49
42 H 0.25
43 H 0.24

---

[2]
# C3H11NO2S

A 2-piece molecular cluster, C3H11NO2S overall (ωB97M-V/def2-TZVPD, the OMol25 dataset).

Atoms and positions in Å:
O1 0.1687 -0.7043 -2.0451
C1 -0.2449 -0.3700 -0.6455
N1 0.6997 -0.4238 0.4569
C2 1.2136 0.9119 0.7963
C3 2.7425 0.8983 1.1204
S1 2.9848 0.0104 2.5816
H1 0.2283 0.1292 -2.4074
H2 -0.8278 0.5529 -0.6033
H3 -1.0081 -1.1999 -0.4472
H4 1.5166 -1.0824 0.5689
H5 1.0791 1.7524 -0.0575
H6 0.7029 1.2395 1.7344
H7 3.1343 0.4743 0.1730
H8 3.0873 1.9287 1.2452
H9 2.8591 -1.2399 2.2972
O2 -6.3440 -0.8121 -1.8622
H10 -6.6140 -1.2569 -1.0321
H11 -5.3781 -0.8084 -1.8736

The orbital gap is 9.66 eV. The value obtained for the relative energy (zero: lowest compared OMol25 entry of this formula, charge and spin) is 38.9 kcal/mol. The total energy comes out at -19707.840 eV.

Let us look at the Mulliken charges, expressed in e, one per atom:
1 O -0.49
2 C -0.59
3 N -0.12
4 C -0.32
5 C -0.83
6 S -0.18
7 H 0.28
8 H 0.43
9 H 0.27
10 H 0.18
11 H 0.27
12 H 0.27
13 H 0.38
14 H 0.34
15 H 0.11
16 O -0.65
17 H 0.33
18 H 0.32

---

[3]
# C21H16N4RhTe4

C21H16N4RhTe4 as an isolated structure (ωB97M-V/def2-TZVPD, the OMol25 dataset).

Atoms and positions in Å:
Rh1 0.4968 1.2932 -1.4138
C1 -2.4525 -2.3251 -4.3042
C2 -2.8997 -1.3400 -3.4335
C3 -2.2023 -1.1154 -2.2602
C4 -1.0904 -1.9132 -1.9999
N1 -0.6637 -2.8758 -2.8112
C5 -1.3307 -3.0541 -3.9514
C6 -0.3633 -1.7774 -0.6990
C7 -0.7174 -2.6444 0.3261
C8 -0.0913 -2.5447 1.5546
C9 0.8831 -1.5847 1.7208
C10 1.1904 -0.7557 0.6507
N2 0.5800 -0.8417 -0.5449
C11 2.1716 0.3395 0.8049
C12 3.2567 0.2412 1.6658
C13 4.1052 1.3258 1.8096
C14 3.8468 2.4752 1.0793
C15 2.7588 2.4925 0.2243
N3 1.9429 1.4484 0.0880
H1 -2.9538 -2.5189 -5.2434
H2 -3.7632 -0.7341 -3.6789
H3 -2.4234 -0.2953 -1.5804
H4 -0.9454 -3.8256 -4.6098
H5 -1.4937 -3.3761 0.1490
H6 -0.3843 -3.1800 2.3800
H7 1.3466 -1.4170 2.6823
H8 3.4278 -0.6795 2.2053
H9 4.9557 1.2724 2.4771
H10 4.4749 3.3517 1.1545
H11 2.5151 3.3657 -0.3688
Te1 -0.2994 1.0034 -3.9199
Te2 2.2063 1.8949 -3.5957
Te3 1.7938 4.5380 -2.9657
Te4 -0.3241 3.6985 -1.3419
N4 -1.2512 1.2592 -0.4214
C16 -1.3108 1.1349 0.9109
C17 -0.4113 1.6397 1.9022
C18 -0.5273 1.3078 3.2401
C19 -1.5438 0.4822 3.7104
C20 -2.5062 0.0615 2.7851
C21 -2.4137 0.3877 1.4516
H12 0.3532 2.3391 1.5990
H13 0.1968 1.7188 3.9393
H14 -1.6223 0.2251 4.7593
H15 -3.3461 -0.5412 3.1185
H16 -3.1714 0.0437 0.7555

The orbital gap (alpha / beta) is 5.19 / 5.19 eV. The value obtained for the relative energy (zero: lowest compared OMol25 entry of this formula, charge and spin) is 14.3 kcal/mol. Its net charge is -1. The total energy comes out at -60180.439 eV.

Let us look at the Mulliken charges, expressed in e, one per atom:
1 Rh -0.30
2 C -0.16
3 C -0.67
4 C -0.63
5 C -0.46
6 N -0.53
7 C -0.51
8 C 1.21
9 C -0.28
10 C -0.89
11 C -1.00
12 C 1.13
13 N -0.26
14 C 0.64
15 C -0.85
16 C -0.55
17 C -0.91
18 C -0.22
19 N 0.61
20 H 0.37
21 H 0.42
22 H 0.53
23 H 0.41
24 H 0.45
25 H 0.39
26 H 0.34
27 H 0.49
28 H 0.42
29 H 0.42
30 H 0.23
31 Te -0.02
32 Te -0.16
33 Te -0.37
34 Te 0.05
35 N -0.70
36 C 0.63
37 C -0.05
38 C -0.66
39 C -0.62
40 C -0.37
41 C -0.44
42 H 0.41
43 H 0.38
44 H 0.37
45 H 0.37
46 H 0.34

---

[4]
# C28H33As2Br4O3V

C28H33As2Br4O3V as an isolated structure (ωB97M-V/def2-TZVPD, the OMol25 dataset).

Atoms and positions in Å:
V1 -0.7024 0.8598 -0.0260
Br1 -6.7319 3.4777 1.7144
C1 -5.3936 2.3184 1.0710
C2 -5.7328 1.0450 0.5921
Br2 -7.5262 0.4756 0.5805
C3 -4.7412 0.1810 0.1328
Br3 -5.0921 -1.5693 -0.4713
C4 -3.4127 0.5980 0.1113
O1 -2.3896 -0.1055 -0.3265
C5 -3.0795 1.8740 0.6109
O2 -1.7549 2.0820 0.5635
C6 -4.0606 2.7255 1.0834
Br4 -3.5158 4.3963 1.7728
C7 -1.0476 1.2150 3.4401
As1 -0.7097 -0.1710 2.1166
C8 -1.8521 -1.5767 2.8022
C9 1.1256 -0.5622 2.5984
C10 1.4750 -1.6105 3.4398
C11 2.8043 -1.8084 3.7829
C12 3.7758 -0.9370 3.3115
C13 3.4254 0.1137 2.4773
C14 2.1019 0.3009 2.0940
As2 1.6095 1.6774 0.7772
C15 3.0204 1.4378 -0.5560
C16 2.3091 3.2773 1.6566
H1 -0.6835 0.8674 4.4052
H2 -2.1133 1.4324 3.5063
H3 -0.5247 2.1274 3.1587
H4 -1.7330 -1.6057 3.8835
H5 -1.6284 -2.5441 2.3621
H6 -2.8800 -1.3069 2.5599
H7 0.7103 -2.2753 3.8233
H8 3.0792 -2.6426 4.4143
H9 4.8116 -1.0809 3.5887
H10 4.1938 0.7877 2.1177
H11 3.9823 1.2734 -0.0767
H12 3.0795 2.3390 -1.1642
H13 2.7897 0.5889 -1.1990
H14 3.3009 3.0711 2.0520
H15 1.6519 3.5951 2.4633
H16 2.3770 4.0802 0.9242
C17 -1.7053 1.3573 -3.5447
C18 -0.1801 1.3214 -3.7230
C19 0.4929 2.4297 -2.9033
C20 0.3822 -0.0718 -3.4859
C21 0.7845 -0.8132 -4.5888
C22 1.2933 -2.0929 -4.4617
C23 1.4527 -2.6537 -3.2058
C24 1.0721 -1.9615 -2.0698
C25 1.2212 -2.5358 -0.6797
C26 2.3730 -3.5304 -0.5527
C27 -0.0996 -3.1883 -0.2460
C28 0.5020 -0.6822 -2.2225
O3 0.0853 -0.0234 -1.1004
H17 -2.0889 2.3352 -3.8390
H18 -1.9855 1.1733 -2.5085
H19 -2.1872 0.5992 -4.1609
H20 0.0253 1.5503 -4.7706
H21 0.2474 2.3674 -1.8395
H22 0.1422 3.3999 -3.2548
H23 1.5778 2.3996 -3.0105
H24 0.6954 -0.3707 -5.5733
H25 1.5733 -2.6538 -5.3433
H26 1.8720 -3.6466 -3.1129
H27 1.4321 -1.7026 -0.0071
H28 2.1333 -4.4766 -1.0402
H29 2.5558 -3.7422 0.5019
H30 3.2903 -3.1353 -0.9905
H31 -0.3254 -4.0282 -0.9040
H32 -0.9322 -2.4825 -0.3077
H33 -0.0171 -3.5635 0.7763

The orbital gap (alpha / beta) is 6.91 / 7.06 eV. Its spin multiplicity is 2. The value obtained for the relative energy (zero: lowest compared OMol25 entry of this formula, charge and spin) is 27.3 kcal/mol. Its net charge is +1. The total energy comes out at -463243.965 eV.

Let us look at the Mulliken charges, expressed in e, one per atom:
1 V 0.82
2 Br -0.14
3 C 0.33
4 C 0.25
5 Br -0.13
6 C -0.06
7 Br -0.11
8 C 0.30
9 O -0.31
10 C 0.04
11 O -0.95
12 C -0.25
13 Br -0.11
14 C -1.18
15 As 1.69
16 C -1.27
17 C 0.01
18 C -0.69
19 C -0.74
20 C -0.89
21 C -0.80
22 C 0.37
23 As 1.09
24 C -1.09
25 C -1.26
26 H 0.49
27 H 0.46
28 H 0.26
29 H 0.48
30 H 0.32
31 H 0.39
32 H 0.43
33 H 0.44
34 H 0.44
35 H 0.34
36 H 0.57
37 H 0.41
38 H 0.04
39 H 0.40
40 H 0.33
41 H 0.46
42 C -1.46
43 C 0.31
44 C -1.07
45 C 0.48
46 C -1.37
47 C -1.28
48 C -0.77
49 C 0.26
50 C 2.67
51 C -2.00
52 C -1.12
53 C 0.10
54 O 0.31
55 H 0.46
56 H 0.20
57 H 0.38
58 H 0.67
59 H -0.10
60 H 0.52
61 H 0.30
62 H 0.46
63 H 0.43
64 H 0.40
65 H -1.11
66 H 0.40
67 H 0.46
68 H 0.44
69 H 0.46
70 H 0.07
71 H 0.32

---

[5]
# C5H15N2O

A 2-piece molecular cluster, C5H15N2O overall (ωB97M-V/def2-TZVPD, the OMol25 dataset).

Atoms and positions in Å:
C1 -1.7677 -1.8456 2.8923
C2 -0.6148 -1.5781 1.9010
C3 -1.2474 -1.0653 0.5575
C4 -0.1212 -0.6963 -0.4578
N1 1.0749 -0.0666 0.0608
C5 1.7104 0.9311 -0.4998
N2 1.1768 1.7072 -1.4159
H1 -2.4731 -2.4813 2.3668
H2 -1.6586 -2.1606 3.9146
H3 -2.2260 -0.8685 2.9072
H4 0.0650 -0.7869 2.2640
H5 -0.0220 -2.4473 1.5482
H6 -1.8230 -0.1832 0.8095
H7 -1.8227 -1.8956 0.1342
H8 0.2361 -1.6818 -0.8227
H9 -0.6644 -0.1525 -1.2230
H10 1.4705 -0.4755 0.8958
H11 2.7913 1.0114 -0.3438
H12 0.2278 2.0273 -1.5070
H13 1.7996 2.1889 -2.0680
H14 1.7603 3.7020 -4.5716
H15 0.5996 3.5246 -3.6100
O1 1.5287 3.2927 -3.7324

The orbital gap is 11.15 eV. The value obtained for the relative energy (zero: lowest compared OMol25 entry of this formula, charge and spin) is 24.6 kcal/mol. Its net charge is +1. The total energy comes out at -10449.495 eV.

Let us look at the Mulliken charges, expressed in e, one per atom:
1 C -1.25
2 C -0.35
3 C -0.67
4 C -0.60
5 N -0.02
6 C 0.06
7 N -0.28
8 H 0.33
9 H 0.36
10 H 0.33
11 H 0.27
12 H 0.35
13 H 0.42
14 H 0.36
15 H 0.31
16 H 0.26
17 H 0.26
18 H 0.36
19 H 0.27
20 H 0.27
21 H 0.32
22 H 0.31
23 O -0.65